{"formula": "C2H5NOS", "method": "the ωB97M-V functional and the def2-TZVPD basis", "energy_ha": -607.31858, "relative_energy_kcal_mol": 55.37, "spin_multiplicity": 1, "elements": ["C", "C", "N", "O", "S", "H", "H", "H", "H", "H"], "coordinates": [[1.53, -0.82, 0.08], [1.26, 0.27, -0.61], [-1.91, 1.34, 0.37], [-2.35, -1.14, 0.30], [-1.82, 0.03, -0.37], [1.97, -0.77, 1.07], [1.33, -1.80, -0.29], [0.84, 0.22, -1.60], [1.47, 1.26, -0.24], [-2.32, 1.41, 1.29]], "nbo_charge": [-0.38, -0.40, -0.99, -0.88, 1.48, 0.20, 0.20, 0.19, 0.20, 0.39]}